# 1
Formula: C3H8NO2
Source: OMol25
Level of theory: ωB97M-V with the def2-TZVPD basis set

The geometry in ORCA input format:
```
! RIJCOSX wB97M-V def2-TZVPD def2/J DEFGRID3
* xyz 1 3
C 1.92 0.61 -0.43
C 0.78 -0.28 -0.10
C -1.80 -0.03 0.55
N -0.67 0.34 -0.41
O 1.34 0.37 0.96
O 0.70 -1.60 -0.18
H 2.94 0.17 -0.58
H 1.81 1.65 -0.73
H -2.34 -1.08 0.27
H -1.31 -0.13 1.54
H -2.74 0.53 0.35
H -0.79 1.42 -0.45
H -0.86 0.09 -1.32
H 1.04 -2.05 0.52
*
```

Max |F| in eV/A: 10.171
Energy above the lowest of the compared OMol25 structures with the same formula, charge and spin in eV: 5.732
HOMO (spin up / spin down) in eV: -8.70 / -16.21
E_LUMO (spin up / spin down) in eV: -3.638 / -8.968

=====

# 2
Formula: C7H9NS
Source: OMol25
Level of theory: ωB97M-V with the def2-TZVPD basis set

The geometry in ORCA input format:
```
! RIJCOSX wB97M-V def2-TZVPD def2/J DEFGRID3
* xyz 0 1
C 0.92 1.51 -2.00
C 0.50 0.33 0.20
C 0.65 0.96 -0.92
C -3.08 -0.50 0.13
C -3.27 0.26 -0.84
C 1.47 -0.92 2.11
C 1.66 -0.51 0.63
N 0.87 1.95 -3.14
S -2.70 -1.40 1.36
H -0.25 0.31 0.89
H -4.29 0.70 -0.86
H 1.74 1.55 -3.68
H -2.63 0.45 -1.73
H 1.40 -0.05 2.83
H 0.55 -1.46 2.18
H 2.18 -1.65 2.40
H 2.69 -0.10 0.38
H 1.61 -1.41 0.07
*
```

Max |F| in eV/A: 4.656
Energy above the lowest of the compared OMol25 structures with the same formula, charge and spin in eV: 4.162
HOMO in eV: -8.72
Structure (SMILES): CCC=C=C=N.C=C=S
E_LUMO in eV: -0.210

=====

# 3
Formula: C5H11NO
Source: OMol25
Level of theory: ωB97M-V with the def2-TZVPD basis set

The geometry in ORCA input format:
```
! RIJCOSX wB97M-V def2-TZVPD def2/J DEFGRID3
* xyz 0 1
C 1.48 -0.81 -1.64
C 1.52 -0.03 -0.33
N 0.21 0.52 -0.03
C 0.03 1.13 1.27
C -0.63 -0.15 0.95
C -2.10 -0.22 0.59
O -2.44 0.75 -0.36
H 2.46 -1.22 -1.89
H 1.17 -0.14 -2.46
H 0.76 -1.63 -1.59
H 1.88 -0.68 0.49
H 2.22 0.80 -0.42
H 0.87 1.11 1.96
H -0.56 2.05 1.28
H -0.21 -1.05 1.42
H -2.34 -1.24 0.24
H -2.71 -0.04 1.49
H -1.63 0.88 -0.89
*
```

Max |F| in eV/A: 0.365
Energy above the lowest of the compared OMol25 structures with the same formula, charge and spin in eV: 1.973
HOMO in eV: -9.46
Structure (SMILES): CCN1C[C@H]1CO
E_LUMO in eV: 1.109

=====

- Among the records above, which one has the highest max |F|?
  C3H8NO2

=====

- What is the energy above the lowest of the compared OMol25 structures with the same formula, charge and spin in the third record?
  1.973 eV

=====

- Which of these has the highest energy above the lowest of the compared OMol25 structures with the same formula, charge and spin?
  C3H8NO2

=====

- Which of these has the highest energy above the lowest of the compared OMol25 structures with the same formula, charge and spin?
  C3H8NO2